(1)
DFT (ωB97M-V/def2-TZVPD) results for a cluster of 7 separate species, C20H57N3O7 in total in a non-equilibrium geometry.

SMILES string = COC[C@H](C)N.COC[C@H](C)N.COC[C@H](C)N.CCO.CCO.CCO.CCO

Last column: Mulliken charge in e.
Element x y z (Å)
C (-4.892, 0.555, -2.949)  -0.813
O (-3.532, 0.904, -2.974)  -0.381
C (-2.699, -0.236, -3.010)  -0.852
C (-1.265, 0.223, -3.161)  1.819
C (-0.912, 0.810, -4.533)  -1.711
N (-0.352, -0.925, -2.938)  -0.566
H (-5.199, 0.101, -3.901)  0.310
H (-5.455, 1.474, -2.809)  0.291
H (-5.160, -0.189, -2.191)  0.298
H (-2.789, -0.748, -2.039)  0.284
H (-2.941, -0.931, -3.822)  0.525
H (-1.070, 0.994, -2.405)  -0.395
H (-1.055, 0.106, -5.354)  0.345
H (0.138, 1.109, -4.523)  0.320
H (-1.494, 1.707, -4.758)  0.395
H (-0.440, -1.183, -1.953)  0.091
H (0.593, -0.629, -3.137)  0.137
C (1.028, -1.579, 4.923)  -0.949
O (1.010, -0.525, 4.005)  -0.207
C (2.266, 0.052, 3.699)  -0.689
C (2.900, 0.880, 4.795)  0.791
C (2.120, 2.159, 5.064)  -1.524
N (4.297, 1.165, 4.458)  -0.737
H (1.809, -2.325, 4.715)  0.396
H (0.074, -2.103, 4.886)  0.243
H (1.182, -1.248, 5.958)  0.321
H (2.941, -0.730, 3.315)  0.421
H (2.046, 0.670, 2.819)  0.066
H (2.816, 0.228, 5.683)  0.140
H (2.054, 2.753, 4.154)  0.369
H (2.644, 2.745, 5.829)  0.443
H (1.155, 1.982, 5.537)  0.309
H (4.806, 0.288, 4.512)  0.270
H (4.663, 1.781, 5.176)  0.268
C (0.940, 3.571, -0.981)  -1.010
O (1.541, 2.536, -1.725)  -0.011
C (2.930, 2.723, -1.883)  -0.973
C (3.430, 1.662, -2.852)  0.908
C (3.332, 0.289, -2.203)  -0.994
N (4.852, 1.906, -3.159)  -0.784
H (-0.143, 3.491, -1.049)  0.207
H (1.211, 4.530, -1.440)  0.446
H (1.245, 3.572, 0.068)  0.370
H (3.125, 3.716, -2.313)  0.374
H (3.398, 2.648, -0.897)  0.355
H (2.868, 1.684, -3.789)  0.105
H (4.023, 0.078, -1.391)  0.345
H (3.442, -0.511, -2.945)  0.353
H (2.302, 0.125, -1.863)  -0.183
H (5.150, 1.340, -3.949)  0.280
H (4.983, 2.850, -3.527)  0.241
C (-3.513, -4.038, -3.135)  -0.866
C (-1.997, -4.116, -3.150)  0.109
O (-1.453, -3.326, -4.209)  -0.613
H (-3.860, -3.047, -2.836)  0.092
H (-3.871, -4.739, -2.372)  0.366
H (-3.937, -4.246, -4.113)  0.287
H (-1.755, -5.167, -3.348)  0.307
H (-1.484, -3.868, -2.219)  -0.005
H (-1.176, -2.463, -3.817)  0.281
C (-1.524, 3.608, 2.714)  -0.973
C (-0.460, 4.641, 3.084)  0.101
O (-0.308, 5.639, 2.104)  -0.538
H (-1.374, 3.132, 1.747)  0.115
H (-2.472, 4.154, 2.642)  0.463
H (-1.666, 2.891, 3.523)  0.331
H (0.478, 4.174, 3.382)  -0.041
H (-0.788, 5.135, 4.012)  0.310
H (-1.144, 5.898, 1.716)  0.317
C (-0.360, 0.386, 0.519)  -0.116
C (-0.702, -1.040, 0.935)  -0.073
O (-0.487, -1.948, -0.133)  -0.408
H (0.483, 0.437, -0.176)  -0.566
H (0.032, 0.892, 1.408)  0.240
H (-1.169, 1.013, 0.147)  0.335
H (-1.755, -1.040, 1.236)  0.212
H (-0.059, -1.294, 1.780)  0.091
H (-0.311, -2.836, 0.230)  0.174
C (-2.167, -4.550, 1.838)  -0.992
C (-1.366, -5.293, 0.795)  0.002
O (-0.123, -4.633, 0.564)  -0.530
H (-2.347, -3.516, 1.541)  0.177
H (-1.652, -4.550, 2.798)  0.258
H (-3.169, -4.976, 1.933)  0.371
H (-1.924, -5.354, -0.143)  0.024
H (-1.183, -6.343, 1.038)  0.439
H (0.643, -5.159, 0.793)  0.262



(2)
DFT (ωB97M-V/def2-TZVPD) results for a cluster of 10 separate species, C20H57O12 in total in a non-equilibrium geometry.

Net charge = -1

Last column: Mulliken charge in e.
Element x y z (Å)
C (-59.323, -1.540, -33.122)  1.272
O (-58.363, -2.199, -32.942)  1.201
O (-60.126, -1.975, -34.167)  -0.880
O (-59.751, -0.554, -32.411)  0.057
H (-59.843, -2.707, -34.641)  0.034
C (-56.527, -0.517, -30.477)  -0.298
O (-56.409, -1.684, -31.245)  -0.502
H (-56.698, -0.743, -29.347)  0.080
H (-57.395, 0.201, -30.661)  -0.098
H (-55.723, 0.243, -30.581)  0.458
H (-57.311, -1.706, -31.655)  -0.192
C (-55.470, -1.507, -34.614)  -0.663
O (-56.743, -1.822, -35.197)  -0.512
H (-54.635, -2.188, -35.024)  0.306
H (-55.501, -1.198, -33.542)  0.192
H (-55.280, -0.592, -35.319)  0.159
H (-57.253, -1.786, -34.356)  -0.027
C (-59.804, -3.498, -37.216)  -0.668
O (-58.695, -4.446, -37.010)  -0.649
H (-60.722, -3.601, -36.734)  0.301
H (-59.993, -3.280, -38.258)  0.403
H (-59.507, -2.389, -37.037)  0.091
H (-58.547, -4.660, -35.974)  0.459
C (-58.739, -3.126, -29.689)  -0.253
O (-59.650, -2.004, -29.818)  -0.526
H (-59.216, -4.067, -29.198)  0.225
H (-57.823, -2.775, -29.075)  0.213
H (-58.392, -3.497, -30.690)  -0.061
H (-59.601, -1.681, -30.797)  0.059
C (-64.531, -0.398, -33.136)  -1.772
C (-63.018, 0.096, -33.015)  1.313
C (-62.940, 1.613, -32.611)  -1.207
O (-62.506, -0.624, -31.966)  -0.311
H (-64.522, -1.485, -33.552)  0.293
H (-64.935, 0.250, -33.868)  0.559
H (-64.978, -0.371, -32.229)  0.424
H (-62.602, -0.045, -34.151)  0.054
H (-63.468, 2.041, -31.768)  0.291
H (-63.297, 2.161, -33.503)  0.352
H (-61.921, 1.721, -32.436)  0.198
H (-61.766, -0.405, -32.054)  -0.238
C (-58.781, 2.448, -36.317)  -2.036
C (-58.634, 1.488, -35.070)  1.622
C (-57.358, 1.569, -34.436)  -1.258
O (-59.767, 1.722, -34.142)  -0.713
H (-58.730, 3.476, -36.090)  0.467
H (-59.584, 2.364, -36.788)  0.608
H (-57.909, 2.432, -37.046)  0.348
H (-58.749, 0.305, -35.420)  -0.385
H (-57.169, 0.874, -33.474)  -0.059
H (-57.112, 2.393, -33.962)  0.663
H (-56.341, 1.487, -34.938)  0.304
H (-59.904, 0.939, -33.477)  -0.028
C (-63.008, -5.040, -29.734)  -1.812
C (-62.567, -3.944, -30.746)  1.258
C (-61.672, -4.489, -31.973)  -1.242
O (-63.725, -3.287, -31.288)  -0.613
H (-63.478, -5.946, -30.262)  0.334
H (-63.651, -4.873, -29.068)  0.611
H (-62.207, -5.731, -29.277)  0.278
H (-61.944, -3.007, -30.301)  -0.001
H (-60.827, -5.070, -31.615)  0.258
H (-61.608, -3.671, -32.639)  0.216
H (-62.197, -5.338, -32.382)  0.513
H (-63.378, -2.627, -31.741)  0.186
C (-57.624, 3.478, -29.370)  -1.215
C (-58.751, 2.529, -28.834)  0.276
C (-59.833, 2.241, -29.907)  -0.910
O (-58.219, 1.369, -28.365)  -0.473
H (-57.280, 3.191, -30.338)  0.260
H (-56.885, 3.892, -28.659)  0.397
H (-58.157, 4.592, -29.626)  0.270
H (-59.159, 3.163, -27.811)  0.152
H (-60.503, 3.141, -30.007)  0.501
H (-60.634, 1.586, -29.478)  0.322
H (-59.430, 1.699, -30.865)  0.054
H (-58.854, 0.859, -27.909)  0.319
C (-57.841, -6.782, -34.654)  -1.315
C (-57.843, -5.599, -33.670)  0.235
C (-56.452, -4.945, -33.461)  -0.842
O (-58.735, -4.612, -34.148)  -0.694
H (-58.918, -7.092, -34.492)  0.359
H (-57.099, -7.611, -34.345)  0.297
H (-57.576, -6.516, -35.725)  0.331
H (-58.214, -5.829, -32.810)  0.683
H (-56.204, -4.168, -34.372)  0.091
H (-55.676, -5.688, -32.939)  0.322
H (-56.608, -4.249, -32.568)  0.102
H (-58.640, -3.830, -33.638)  -0.177



E_tot (eV)
-40464.7283, -46225.6727
Energy above the lowest of the compared OMol25 structures with the same formula, charge and spin (kJ/mol)
24.7, 308.6
Highest occupied orbital energy (hartree)
-0.3309, -0.2558